(A)
Density functional theory data (wB97M-V/def2-TZVPD) for an isolated molecule of C4H6Cl2.

Geometry as XYZ:
```
12
Properties=species:S:1:pos:R:3
C 1.63972 -0.36581 -0.41983
C 0.52293 0.32586 0.52048
C -0.91952 0.42087 0.04480
C -1.82609 -0.52867 -0.06810
H 1.36321 -1.28744 -0.76613
H 1.79069 0.33271 -1.26606
H 2.58973 -0.44981 0.14306
H 0.51391 -0.09407 1.54552
H 0.73488 1.40017 0.59862
H -1.46709 -1.62675 -0.11519
Cl -1.38624 2.00185 -0.15282
Cl -3.55613 -0.12891 -0.06437
```

Values from the calculation:
2S+1: 1
LUMO in Eh: 0.032
SMILES string: CC/C(Cl)=C/Cl

Atom charges from the Löwdin analysis, given in e for atoms 1 to 2: atom 1 (C): -0.060, atom 2 (C): -0.245



(B)
Density functional theory data (wB97M-V/def2-TZVPD) for an isolated molecule of C4H6Cl2.

Geometry as XYZ:
```
12
Properties=species:S:1:pos:R:3
C 0.19291 1.39099 -0.14092
C 0.09378 -0.03813 0.07085
C -1.16501 -0.76428 0.32194
C 1.17939 -0.81253 -0.03642
H 0.26330 1.90750 0.86939
H 1.12056 1.70504 -0.69630
H -0.63468 1.69511 -0.78068
H -0.99795 -1.86872 0.18636
H -1.51874 -0.51353 1.41126
H 1.19943 -1.90775 0.19874
Cl -2.49851 -0.37091 -0.76954
Cl 2.76550 -0.42279 -0.63468
```

Values from the calculation:
2S+1: 1
LUMO in Eh: 0.030
SMILES string: C/C(=C\Cl)CCl

Atom charges from the Löwdin analysis, given in e for atoms 1 to 2: atom 1 (C): -0.097, atom 2 (C): -0.494



(C)
Density functional theory data (wB97M-V/def2-TZVPD) for a structure of composition C4H6Cl2.

Geometry as XYZ:
```
12
Properties=species:S:1:pos:R:3
C -0.11730 0.00004 0.00453
C -0.74468 1.16841 -0.72488
C 0.01526 2.02199 0.30287
C 0.23092 0.85020 1.28559
H -0.53733 1.33079 -1.77199
H -1.87992 1.13444 -0.51057
H -0.48612 2.95319 0.67302
H 1.01867 2.26446 -0.25377
H 1.24957 0.72669 1.69959
H -0.55554 0.61475 2.06637
Cl 1.42296 -0.57994 -0.79265
Cl -1.13558 -1.37701 0.37434
```

Values from the calculation:
2S+1: 1
LUMO in Eh: 0.034

Atom charges from the Löwdin analysis, given in e for atoms 1 to 2: atom 1 (C): -1.213, atom 2 (C): -0.237



(D)
Density functional theory data (wB97M-V/def2-TZVPD) for an isolated molecule of C4H6Cl2.

Geometry as XYZ:
```
12
Properties=species:S:1:pos:R:3
C 1.22066 -0.86407 0.60604
C -0.08257 -0.04915 0.80290
C -0.26176 1.47541 0.36558
C -0.88174 0.34825 -0.30449
H 1.63148 -1.18293 1.66629
H 1.12447 -1.90332 0.20294
H -0.58163 -0.16415 1.76670
H 0.62382 1.78266 -0.44745
H -0.49271 2.25314 1.21201
H -0.60729 0.20084 -1.38569
Cl 2.53389 -0.02749 -0.43396
Cl -2.63187 -0.35186 -0.26221
```

Values from the calculation:
2S+1: 1
LUMO in Eh: 0.029
SMILES string: ClC[C@H]1C[C@@H]1Cl

Atom charges from the Löwdin analysis, given in e for atoms 1 to 2: atom 1 (C): -0.478, atom 2 (C): -0.383



Stability, highest: (B)



(A)
Density functional theory data (wB97M-V/def2-TZVPD) for an isolated molecule of C22H24N2O6.

Geometry as XYZ:
```
54
Properties=species:S:1:pos:R:3
C -1.89882 0.50670 1.99354
C -2.73824 1.07140 0.89086
C -4.08205 1.54729 1.41235
O -2.01654 2.17614 0.36819
C -0.84536 1.82732 -0.26863
O -0.13963 2.77033 -0.57488
C -0.72729 0.37781 -0.94230
C 0.18319 0.79166 -2.19431
C 1.52998 1.38862 -1.80814
C 2.15242 0.99412 -0.61473
C 3.32493 1.56433 -0.15698
C 3.83874 2.68467 -0.83671
N 4.69202 3.56276 -0.10969
O 5.08538 4.61878 -0.64218
O 4.98144 3.22499 1.06534
C 3.27720 3.07807 -2.07135
C 2.17861 2.38851 -2.58260
C -2.17293 0.30176 -1.33602
O -2.60296 0.24791 -2.46752
O -3.01360 0.20505 -0.22557
H -0.92206 0.19470 1.61296
H -1.70600 1.31632 2.70824
H -2.39813 -0.31359 2.51095
H -4.66133 2.01541 0.61407
H -4.63728 0.68168 1.78329
H -3.94662 2.25341 2.23629
H 0.33031 -0.05331 -2.88493
H -0.43214 1.53698 -2.72424
H 1.65851 0.26736 0.03022
H 3.78747 1.22569 0.76440
H 3.70296 3.93674 -2.58635
H 1.73979 2.66508 -3.55125
C -1.37495 -2.68934 -2.07866
N -1.55720 -1.93190 -0.86552
C -2.41483 -2.58048 0.08475
C -0.44623 -1.05068 -0.48487
C 0.33001 -1.58216 0.75414
C -0.21571 -1.97604 1.99001
C 0.61117 -2.41429 3.02525
C 1.98000 -2.57018 2.83671
C 2.50346 -2.32874 1.57076
C 1.68062 -1.90188 0.53857
H -2.31869 -3.19942 -2.31267
H -1.10701 -2.01987 -2.90697
H -0.59233 -3.45335 -1.93018
H -3.22823 -3.02783 -0.50993
H -1.90035 -3.39093 0.63816
H -2.87761 -1.87402 0.79537
H 0.27954 -1.30827 -1.26125
H -1.28602 -1.91746 2.18583
H 0.15472 -2.65128 3.98329
H 2.61316 -2.93503 3.64522
H 3.55582 -2.48416 1.35601
H 2.08868 -1.76734 -0.46630
```

Values from the calculation:
2S+1: 1
LUMO in Eh: -0.021
SMILES string: CN(C)[C@H](c1ccccc1)C1(Cc2ccc([N+](=O)[O-])cc2)C(=O)OC(C)(C)OC1=O

Atom charges from the Löwdin analysis, given in e for atoms 1 to 2: atom 1 (C): 0.018, atom 2 (C): -0.539



(B)
Density functional theory data (wB97M-V/def2-TZVPD) for an isolated molecule of C22H24N2O6.

Geometry as XYZ:
```
54
Properties=species:S:1:pos:R:3
C 3.34789 0.46939 5.02225
N 4.47738 0.55414 4.11784
C 4.73487 1.92151 3.72205
H 4.97785 2.49896 4.61399
H 3.88091 2.40656 3.22669
H 5.59077 1.94685 3.04901
C 4.42908 -0.37686 3.01099
C 3.25377 -0.22576 2.01969
H 3.60428 -0.41026 1.00294
C 2.09125 -1.17200 2.33384
N 0.89713 -0.82502 1.59923
C 0.09924 0.20218 1.96505
O 0.25582 0.90003 2.94352
C -1.03356 0.27664 0.94178
O -1.93198 1.08815 0.95325
C -0.76845 -0.78930 -0.01320
C -1.44693 -1.09258 -1.14639
C -2.72412 -0.49045 -1.54276
C -2.90832 -0.11486 -2.87171
C -4.10416 0.44805 -3.28869
C -5.13747 0.64004 -2.36340
C -4.96551 0.21708 -1.04934
C -3.77545 -0.34248 -0.63916
H -3.65662 -0.66558 0.38062
H -5.78307 0.35430 -0.36089
O -6.31661 1.23276 -2.71130
C -6.26014 1.91503 -3.94573
C -5.56606 1.04754 -4.99398
H -6.11347 0.10069 -5.09965
O -4.23283 0.78941 -4.60921
H -5.51698 1.55234 -5.95959
H -5.70408 2.85449 -3.82665
H -7.29115 2.13108 -4.22820
H -2.11627 -0.20612 -3.60137
O -0.91257 -2.01307 -1.97775
H -1.48961 -2.14302 -2.74347
C 0.53495 -1.46054 0.34900
C 1.58292 -1.26228 -0.70348
C 1.90596 -0.17012 -1.45491
C 3.00313 -0.55989 -2.26052
C 3.26217 -1.85498 -1.93638
O 2.40894 -2.28758 -0.99358
H 3.99621 -2.55101 -2.29060
H 3.52155 0.04292 -2.97734
H 1.42242 0.78509 -1.43382
H 0.40925 -2.54312 0.49590
H 1.84217 -1.10478 3.39547
H 2.35880 -2.20356 2.09211
H 2.87989 0.79803 2.05913
H 5.37006 -0.26025 2.46612
H 4.41643 -1.38668 3.43335
H 3.22387 -0.56555 5.33938
H 2.40757 0.83247 4.58637
H 3.56889 1.07196 5.90352
```

Values from the calculation:
2S+1: 1
LUMO in Eh: -0.009
SMILES string: CN(C)CCCN1C(=O)C(=O)/C(=C(/O)c2ccc3c(c2)OCCO3)[C@H]1c1ccco1

Atom charges from the Löwdin analysis, given in e for atoms 1 to 2: atom 1 (C): -0.103, atom 2 (N): -0.285



Stability, highest: (B)



(A)
Density functional theory data (wB97M-V/def2-TZVPD) for a cluster of 2 separate species, C10H13O2 in total.

Geometry as XYZ:
```
25
Properties=species:S:1:pos:R:3
C 1.07212 1.62982 -2.16278
C 0.51889 2.59945 -1.11976
C 2.30189 0.82531 -1.58836
O 2.38465 0.59987 -0.36960
O 3.11872 0.48137 -2.50337
H 0.28168 0.99078 -2.55299
H 1.55644 2.14362 -2.99243
H 0.15923 1.99807 -0.27827
H -0.33773 3.16216 -1.50024
H 1.26833 3.27116 -0.70686
C -2.06350 0.08296 2.34196
C -0.65905 -1.64001 -0.73581
C -1.51402 -0.93191 0.08770
C 0.39154 -2.33852 -0.15613
C -1.30131 -0.86870 1.47605
C 0.59533 -2.33258 1.21452
C -0.21951 -1.55829 2.01818
H -0.84365 -1.59846 -1.80074
H -2.43373 -0.42559 -0.19335
H 1.17809 -2.72374 -0.79451
H 1.47198 -2.88739 1.52352
H -1.93126 -0.08409 3.40869
H -3.14361 0.06326 2.15705
H -0.12923 -1.55764 3.10056
H -1.72229 1.09909 2.12700
```

Values from the calculation:
2S+1: 1
LUMO in Eh: 0.121
Total charge: -1

Atom charges from the Löwdin analysis, given in e for atoms 1 to 2: atom 1 (C): -0.199, atom 2 (C): -0.142



(B)
Density functional theory data (wB97M-V/def2-TZVPD) for a cluster of 2 separate species, C10H13O2 in total.

Geometry as XYZ:
```
25
Properties=species:S:1:pos:R:3
C 0.91244 0.73617 -0.96031
C 0.96725 0.90817 -2.28040
C 1.13853 -2.52136 -0.75564
C 1.29477 1.83364 0.02528
C 0.70434 1.40836 1.38273
C 0.36503 -0.06508 1.21781
C 0.52619 -0.45912 -0.22809
C -0.84162 -0.45653 0.39637
C -1.46227 -1.80275 0.72026
C -1.89723 0.56559 0.02551
O 0.71232 -2.73922 -1.84178
O 1.74839 -2.92831 0.18133
H 0.69682 0.12039 -2.96274
H 1.29411 1.84177 -2.71833
H 2.38512 1.90298 0.09420
H 0.92318 2.80984 -0.30271
H 1.42799 1.54573 2.18937
H -0.17949 2.00616 1.63102
H 0.66044 -0.72734 2.02486
H -2.17491 -1.71966 1.54556
H -0.69231 -2.51874 0.99355
H -1.99125 -2.19449 -0.15165
H -2.51839 0.82537 0.89027
H -2.54819 0.15315 -0.74694
H -1.45126 1.47527 -0.36951
```

Values from the calculation:
2S+1: 1
LUMO in Eh: 0.137
Total charge: -1

Atom charges from the Löwdin analysis, given in e for atoms 1 to 2: atom 1 (C): -0.323, atom 2 (C): 0.015



(C)
Density functional theory data (wB97M-V/def2-TZVPD) for a cluster of 2 separate species, C10H13O2 in total.

Geometry as XYZ:
```
25
Properties=species:S:1:pos:R:3
C 0.20191 1.67878 -2.26067
C -0.71833 2.67035 -1.62966
C -0.32276 0.17540 -2.44062
O 0.46687 -0.60516 -2.92869
O -1.42883 0.09226 -2.03683
H 0.44349 2.21258 -3.23680
H 1.09153 1.82868 -1.76439
H -1.33909 2.37789 -0.77145
H -1.52896 2.85400 -2.35165
H -0.24070 3.51673 -1.08731
C -1.34186 -2.18540 0.23039
C 1.62050 -0.10912 2.47400
C 1.87652 -0.67433 1.24883
C 0.43892 -0.38721 3.16093
C 0.90617 -1.16957 0.40922
C -0.47024 -0.94930 2.33177
C -0.33160 -1.35586 0.99593
H 2.47202 0.49037 2.80281
H 2.76072 -0.34839 0.77887
H 0.40595 -0.20742 4.13471
H 1.04821 -1.25857 -0.70001
H -1.39893 -1.28378 2.68054
H -2.25831 -1.89868 0.38379
H -1.32675 -3.27168 0.46590
H -1.02646 -2.19257 -0.88963
```

Values from the calculation:
2S+1: 1
LUMO in Eh: 0.127
Total charge: -1

Atom charges from the Löwdin analysis, given in e for atoms 1 to 2: atom 1 (C): -0.198, atom 2 (C): -0.185



Stability, highest: (A)